[1]
The following is a quantum chemistry calculation of an isolated molecule of C4H7FOS at a distorted geometry, from the Open Molecules 2025 dataset.

The HOMO-LUMO gap is 0.37041 Ha. The calculation puts the energy above the lowest of the compared OMol25 structures with the same formula, charge and spin at 6.6 kcal per mole.

Structure (XYZ):
```
14
Properties=species:S:1:pos:R:3:forces:R:3
C -0.2368 0.9779 -1.2106 -0.985 0.977 0.212
C 0.1149 -0.3748 -0.7214 1.211 -1.401 0.139
C -0.9382 -1.1719 0.0295 0.915 0.320 0.589
F -1.1491 -0.5746 1.3075 -0.518 -0.830 -1.004
S 1.7094 -0.3110 0.2468 -0.580 -0.085 -0.100
C 1.2496 0.4773 1.8001 5.036 1.845 -0.335
O 2.1253 1.1341 2.3660 -1.937 -1.396 -0.865
H -0.9354 0.8359 -2.0129 -0.602 0.191 -0.547
H 0.5825 1.5761 -1.6067 0.168 -0.276 0.203
H -0.7524 1.5518 -0.4290 0.228 0.019 -0.141
H 0.3366 -1.0245 -1.6024 0.243 0.373 0.594
H -1.8870 -1.2002 -0.4828 -0.383 0.082 -0.128
H -0.5314 -2.1917 0.1518 -0.429 0.433 0.339
H 0.3120 0.2957 2.1640 -2.366 -0.251 1.045
```
Positions in Å, forces in eV/Å.

=====

[2]
The following is a quantum chemistry calculation of C30H35MnN6OS4 as an isolated structure, from the Open Molecules 2025 dataset.

The HOMO-LUMO gap (spin up / spin down) is 0.25944 / 0.27638 Ha. The charge is +1. As for the spin multiplicity: 6.

Structure (XYZ):
```
77
Properties=species:S:1:pos:R:3:forces:R:3
Mn -0.1381 0.0445 -0.0300 -0.271 -0.062 0.170
C -0.9569 -0.1730 2.2779 0.060 -0.075 -0.241
C -1.6232 -1.2181 1.5785 -0.002 0.147 0.033
C -2.5635 -0.6194 0.6947 -0.016 0.192 0.141
C -2.4517 0.7850 0.8208 -0.143 -0.283 0.217
C -1.4547 1.0678 1.7980 -0.039 -0.086 -0.088
C -1.1857 2.3925 2.4584 0.111 -0.173 -0.072
C -3.4137 1.7535 0.1982 0.126 -0.071 0.006
C -3.6320 -1.3173 -0.0972 0.256 0.097 -0.088
C -1.6055 -2.6587 2.0179 0.052 0.217 0.048
C -0.1067 -0.3552 3.4980 -0.069 0.057 -0.137
H -1.6228 2.4060 3.4601 0.009 0.104 -0.005
H -1.6323 3.2210 1.9048 -0.039 0.036 0.084
H -0.1144 2.5832 2.5711 -0.004 0.040 0.002
H -4.3662 1.7283 0.7353 -0.015 0.049 -0.044
H -3.6230 1.5025 -0.8444 0.002 0.059 -0.019
H -3.0497 2.7810 0.2386 -0.058 -0.006 -0.027
H -4.5612 -0.7481 -0.0475 -0.041 -0.064 -0.019
H -3.8319 -2.3115 0.3020 -0.034 -0.023 -0.027
H -3.3738 -1.4259 -1.1566 -0.078 -0.022 0.004
H -2.1300 -2.7557 2.9727 0.010 -0.106 -0.024
H -0.5916 -3.0365 2.1790 -0.014 -0.057 -0.021
H -2.1170 -3.3063 1.3049 -0.060 -0.052 0.114
H 0.5747 0.4830 3.6383 -0.027 -0.055 0.016
H 0.4857 -1.2711 3.4493 0.045 0.015 0.040
H -0.7419 -0.4230 4.3873 0.047 -0.021 0.029
N -0.6452 3.5718 -0.7386 0.254 -0.153 -0.086
C -0.9985 2.7458 -1.7639 -0.180 0.166 -0.317
N -0.8665 1.4542 -1.7017 0.276 -0.305 0.304
C -1.2549 0.8358 -2.8756 -0.020 0.339 -0.130
C -1.6688 1.6881 -3.8434 0.044 -0.071 -0.047
S -1.5802 3.3205 -3.2958 0.054 -0.110 0.308
C -1.2161 -0.6220 -2.9378 0.087 -0.354 -0.232
C -1.5655 -1.3867 -3.9981 0.001 0.082 -0.037
S -1.4610 -3.0577 -3.6010 0.072 0.103 0.308
C -0.9703 -2.6133 -1.9883 -0.294 -0.168 -0.372
N -0.8359 -1.3301 -1.8085 0.042 0.307 0.320
N -0.7931 -3.5458 -1.0222 0.250 0.185 -0.062
H -0.6181 3.1199 0.1664 -0.075 0.071 0.070
H -0.9967 4.5136 -0.7407 -0.035 0.042 0.015
H -2.0245 1.4638 -4.8351 0.002 -0.014 0.027
H -1.8954 -1.0751 -4.9751 0.036 0.018 0.019
H -1.1485 -4.4714 -1.1812 -0.010 -0.041 0.030
H -0.8370 -3.2020 -0.0750 0.011 -0.065 0.001
N 2.1150 2.1858 -1.9498 -0.048 -0.043 -0.049
C 2.2432 0.8841 -2.2778 0.237 -0.198 -0.174
N 1.8866 -0.1007 -1.5048 -0.111 -0.004 0.066
C 2.3561 -1.3136 -2.0089 0.180 -0.062 -0.345
C 2.2880 -2.5445 -1.3676 -0.096 0.165 -0.021
C 2.8280 -3.6589 -1.9841 -0.039 -0.066 0.100
C 3.4419 -3.5646 -3.2297 0.037 -0.010 -0.084
C 3.5357 -2.3445 -3.8784 0.020 0.021 -0.037
C 3.0006 -1.2313 -3.2521 -0.094 0.086 0.130
S 3.0575 0.4364 -3.7704 -0.081 0.018 0.193
H 1.5829 2.4084 -1.1253 -0.014 0.108 0.046
H 2.2029 2.8957 -2.6559 -0.013 0.005 0.022
H 1.8265 -2.6057 -0.3924 -0.042 -0.085 0.063
H 2.7805 -4.6170 -1.4826 -0.001 0.010 -0.016
H 3.8700 -4.4445 -3.6905 -0.029 -0.008 0.008
H 4.0321 -2.2607 -4.8360 -0.004 -0.011 0.006
C 4.3701 0.7907 0.7322 -0.278 -0.234 0.014
S 2.9380 -0.1632 1.3126 0.703 0.135 0.320
O 1.7427 0.7458 1.2102 -0.501 0.376 -0.163
C 3.3998 -0.1694 3.0491 -0.042 -0.184 -0.214
C 3.1798 0.9473 3.8381 0.000 0.129 -0.017
C 3.5376 0.9062 5.1757 -0.013 0.011 -0.034
C 4.1095 -0.2430 5.7081 0.040 -0.035 0.016
C 4.3221 -1.3572 4.9095 -0.001 0.016 0.030
C 3.9590 -1.3254 3.5707 -0.019 -0.018 -0.122
H 4.5145 1.6673 1.3592 -0.088 0.020 0.029
H 4.1853 1.0749 -0.3015 -0.010 -0.044 -0.020
H 5.2346 0.1298 0.7978 0.012 0.031 -0.006
H 2.7200 1.8299 3.4091 -0.004 -0.014 0.006
H 3.3679 1.7700 5.8045 0.003 -0.005 0.002
H 4.3908 -0.2694 6.7526 -0.018 -0.002 -0.003
H 4.7593 -2.2535 5.3283 0.005 0.010 0.001
H 4.1078 -2.1904 2.9341 -0.010 -0.009 0.038
```
Positions in Å, forces in eV/Å.

=====

[3]
The following is a quantum chemistry calculation of C47H43N8O2PTi as an isolated structure, from the Open Molecules 2025 dataset.

The HOMO-LUMO gap (spin up / spin down) is 0.26802 / 0.26927 Ha. The charge is +3. The calculation puts the energy above the lowest of the compared OMol25 structures with the same formula, charge and spin at 4.2 kcal per mole. As for the spin multiplicity: 2.

Structure (XYZ):
```
102
Properties=species:S:1:pos:R:3:forces:R:3
Ti 0.7339 0.2545 0.4445 0.008 -0.030 0.331
C -2.1398 -0.2626 1.6044 -0.021 0.015 -0.004
N -0.7535 -0.4454 2.0790 0.110 0.076 0.072
C -0.4402 0.2477 3.3511 -0.032 -0.041 -0.060
C -0.0372 1.6454 3.0143 0.001 0.002 0.077
N 0.5225 1.9078 1.8552 0.135 0.064 -0.296
C 0.8033 3.2779 1.8544 -0.011 -0.081 -0.082
C 1.4031 4.0799 0.8859 0.020 -0.019 -0.012
C 1.5652 5.4148 1.1900 -0.028 0.014 0.043
C 1.1433 5.9448 2.4230 0.013 -0.032 -0.025
C 0.5508 5.1575 3.3885 -0.002 -0.010 -0.008
C 0.3931 3.8122 3.0725 -0.030 -0.038 0.098
N -0.1443 2.7387 3.7843 0.012 0.045 0.008
C -2.2060 0.5493 0.3449 0.035 0.025 0.016
N -1.1680 1.0673 -0.2856 -0.125 0.025 -0.070
C -1.7075 1.8244 -1.3414 0.104 -0.074 0.023
C -1.1021 2.6588 -2.2822 0.012 0.011 0.003
C -1.9181 3.2650 -3.2159 -0.050 -0.007 -0.006
C -3.3098 3.0688 -3.2209 0.055 0.001 0.015
C -3.9268 2.2801 -2.2717 0.013 -0.005 0.011
C -3.0932 1.6779 -1.3360 -0.039 -0.025 0.032
N -3.3710 0.8723 -0.2392 -0.111 -0.055 -0.055
H -2.5999 -1.2386 1.4340 0.019 -0.019 -0.022
H -2.7431 0.2386 2.3674 0.001 -0.030 -0.002
H -0.5858 -1.4402 2.1990 0.028 0.027 0.024
H -1.2690 0.2169 4.0626 -0.010 0.004 -0.026
H 0.4108 -0.2608 3.8129 -0.018 -0.005 0.004
H 1.7379 3.6704 -0.0600 0.002 0.008 0.007
H 2.0281 6.0744 0.4695 0.006 0.011 -0.007
H 1.2894 6.9974 2.6192 0.006 0.018 -0.002
H 0.2297 5.5692 4.3353 -0.004 0.004 0.008
H -0.5224 2.7741 4.7185 -0.012 -0.005 -0.005
H -0.0411 2.8638 -2.2663 -0.024 0.029 0.014
H -1.4798 3.9259 -3.9506 -0.002 0.014 -0.011
H -3.9103 3.5722 -3.9654 -0.006 0.011 -0.013
H -5.0010 2.1579 -2.2428 -0.015 -0.006 -0.010
H -4.2876 0.5696 0.0542 0.010 0.036 0.022
N 4.0282 0.2390 0.4620 -0.023 -0.063 -0.004
P 2.9756 -0.3268 1.6793 0.058 0.028 -0.061
C 3.7141 0.3218 3.1891 -0.043 0.012 0.031
C 4.6383 -0.4188 3.9292 -0.013 0.007 -0.003
C 5.2467 0.1475 5.0394 -0.005 -0.007 -0.011
C 4.9437 1.4490 5.4137 -0.009 -0.006 -0.007
C 4.0367 2.1956 4.6726 -0.009 -0.005 -0.009
C 3.4217 1.6360 3.5650 0.003 0.000 0.016
C 3.1755 -2.1248 1.7544 0.032 0.012 -0.006
C 2.7158 -2.8092 2.8825 0.006 0.028 0.011
C 2.7968 -4.1922 2.9387 0.001 0.010 -0.017
C 3.3257 -4.9002 1.8648 -0.016 0.004 0.006
C 3.7658 -4.2251 0.7358 -0.010 0.020 0.004
C 3.6886 -2.8390 0.6769 0.028 -0.015 0.000
C 3.6145 0.6214 -0.7925 -0.070 -0.016 0.088
C 4.5636 0.9016 -1.7854 0.011 -0.008 0.009
C 4.1381 1.2233 -3.0468 -0.022 0.018 -0.042
C 2.7652 1.2542 -3.3257 0.052 0.007 -0.011
C 1.9030 0.9922 -2.3024 -0.030 0.032 0.064
N 2.2927 0.7067 -1.0331 0.004 0.067 -0.023
H 5.0290 0.2150 0.6094 -0.019 -0.006 0.020
H 4.8897 -1.4315 3.6434 0.000 -0.004 0.001
H 5.9629 -0.4279 5.6093 0.010 -0.007 0.005
H 5.4218 1.8857 6.2797 0.012 0.004 0.010
H 3.8171 3.2171 4.9533 -0.002 0.009 0.002
H 2.7399 2.2359 2.9765 0.027 -0.007 0.002
H 2.3373 -2.2622 3.7402 -0.003 -0.007 0.005
H 2.4702 -4.7156 3.8272 -0.007 -0.008 0.007
H 3.4075 -5.9774 1.9158 -0.004 -0.011 0.002
H 4.1854 -4.7753 -0.0951 0.004 -0.006 -0.012
H 4.0484 -2.3214 -0.2038 -0.006 0.001 -0.011
H 5.6170 0.8458 -1.5474 0.008 -0.001 0.006
H 4.8609 1.4391 -3.8222 0.004 -0.004 -0.011
H 2.3929 1.4807 -4.3134 0.003 -0.001 -0.009
H 0.8338 1.0161 -2.4641 0.025 -0.066 0.003
C -4.3930 -0.4133 -6.4081 -0.031 -0.016 -0.002
O -3.7694 -0.7368 -5.1547 0.026 -0.049 0.106
C -4.5447 -1.2072 -4.1551 0.042 0.075 -0.110
C -5.9194 -1.3976 -4.2279 -0.026 -0.031 0.058
C -6.6037 -1.8533 -3.1130 0.070 0.015 0.056
C -5.9381 -2.1077 -1.9153 -0.101 0.008 -0.065
C -4.5719 -1.9209 -1.8369 0.111 -0.079 0.105
C -3.8741 -1.4934 -2.9566 0.170 0.029 -0.163
N -2.4784 -1.1770 -2.9833 -0.037 0.026 0.163
C -1.4505 -1.5449 -2.2794 -0.107 -0.078 -0.075
C -1.3028 -2.6297 -1.3449 -0.123 0.085 -0.227
C -2.0060 -3.8400 -1.4968 -0.068 -0.047 0.054
C -1.7151 -4.9279 -0.7070 0.053 0.088 0.019
C -0.7098 -4.8222 0.2583 -0.032 0.014 -0.051
C 0.0138 -3.6527 0.4107 0.019 -0.121 0.085
C -0.2620 -2.5546 -0.3965 0.206 0.121 0.255
O 0.4525 -1.4315 -0.2384 -0.246 -0.038 -0.373
H -4.8507 -1.3025 -6.8401 0.001 0.007 -0.010
H -3.5952 -0.0622 -7.0529 0.000 0.003 0.004
H -5.1373 0.3713 -6.2724 0.006 0.001 -0.007
H -6.4534 -1.1966 -5.1443 -0.006 -0.003 -0.006
H -7.6717 -2.0071 -3.1784 -0.015 -0.013 0.008
H -6.4852 -2.4595 -1.0527 -0.016 -0.006 0.006
H -4.0526 -2.1253 -0.9099 0.053 -0.015 -0.013
H -2.2895 -0.4990 -3.7202 0.017 0.031 0.018
H -0.5575 -0.9686 -2.4907 0.059 0.046 0.032
H -2.7522 -3.9270 -2.2746 -0.048 0.011 0.004
H -2.2443 -5.8592 -0.8458 -0.012 -0.012 0.001
H -0.4777 -5.6735 0.8843 0.006 -0.019 0.007
H 0.8222 -3.5845 1.1296 -0.020 0.000 -0.022
```
Positions in Å, forces in eV/Å.

=====

Total energy, record by record: -19860.8486; -117325.4028; -97840.8554 eV